C8H24FO4Pb as an isolated structure at a distorted geometry, computed with the ωB97M-V functional and the def2-TZVPD basis.

- total charge = +1
- multiplicity = 1
- HOMO level (eV) = -12.2
- HOMO-LUMO gap (eV) = 5.1

Last column: natural (NBO) charge in e.
CARTESIAN COORDINATES (ANGSTROEM)
1 Pb 0.450 1.696 -3.155  1.775
2 F 0.368 0.556 -1.123  -0.832
3 O -1.044 3.788 -2.422  -0.818
4 O 1.834 -0.213 1.051  -0.743
5 O -2.297 -0.431 -0.549  -0.746
6 O 1.093 -2.261 -1.585  -0.745
7 C -2.401 -0.467 0.864  -0.063
8 C -0.912 3.267 -0.072  -0.652
9 C 1.075 -3.209 -0.533  -0.074
10 C 4.097 -0.050 1.768  -0.629
11 C 3.160 -0.013 0.586  -0.055
12 C -1.104 4.353 -1.098  -0.069
13 C -0.283 -3.856 -0.407  -0.635
14 C -3.571 -1.314 1.324  -0.628
15 H 1.347 -2.738 0.420  0.174
16 H -2.085 4.833 -1.050  0.198
17 H -0.544 -4.418 -1.306  0.210
18 H -0.317 -4.532 0.449  0.217
19 H -3.636 -2.252 0.774  0.222
20 H 5.121 0.038 1.405  0.213
21 H -1.084 3.648 0.933  0.263
22 H -1.475 -0.016 -0.820  0.472
23 H -1.060 -3.094 -0.303  0.202
24 H 3.407 -0.780 -0.156  0.166
25 H -3.570 -1.545 2.387  0.226
26 H -1.507 -0.960 1.269  0.160
27 H 1.875 -3.942 -0.650  0.179
28 H -4.473 -0.731 1.120  0.206
29 H -1.510 2.371 -0.238  0.233
30 H 3.992 -1.030 2.242  0.218
31 H 0.138 2.956 -0.091  0.208
32 H 1.220 0.076 0.366  0.479
33 H 3.862 0.644 2.573  0.218
34 H -2.388 0.524 1.328  0.152
35 H -0.420 5.195 -0.976  0.193
36 H -1.161 4.433 -3.130  0.513
37 H 0.592 -1.495 -1.288  0.466
38 H 3.211 0.968 0.092  0.127

=====

A single C3H2O3 molecule, computed with the ωB97M-V functional and the def2-TZVPD basis.

- total charge = 0
- multiplicity = 1
- HOMO level (eV) = -10.0
- SMILES = O=CC(=O)C=O
- HOMO-LUMO gap (eV) = 8.5

Last column: natural (NBO) charge in e.
CARTESIAN COORDINATES (ANGSTROEM)
1 O -0.529 0.757 -1.553  -0.420
2 O -2.085 0.592 0.868  -0.440
3 O 1.394 -1.150 0.592  -0.462
4 C -0.170 0.259 -0.516  0.366
5 C -0.887 0.491 0.821  0.332
6 C 1.039 -0.670 -0.456  0.338
7 H 1.537 -0.870 -1.423  0.142
8 H -0.241 0.552 1.715  0.143

=====

C2HLiO3Rb as an isolated structure at a distorted geometry, computed with the ωB97M-V functional and the def2-TZVPD basis.

- total charge = 0
- multiplicity = 2
- HOMO level (spin up / spin down) (eV) = -4.2 / -7.1
- HOMO-LUMO gap (spin up / spin down) (eV) = 3.7 / 6.5

Last column: Mulliken spin population.
CARTESIAN COORDINATES (ANGSTROEM)
1 Rb 1.512 -2.014 -2.170  0.013
2 O -0.393 -0.167 1.786  0.014
3 O -0.243 -1.725 0.162  0.021
4 O 0.314 0.562 -1.674  0.268
5 C -0.341 -0.530 0.556  -0.058
6 C -0.231 0.761 -0.531  0.466
7 Li 0.265 1.462 2.224  0.251
8 H -0.882 1.650 -0.353  0.025

=====

A 3-piece molecular cluster, CH8O2S2 overall, computed with the ωB97M-V functional and the def2-TZVPD basis.

- total charge = 0
- multiplicity = 1
- HOMO level (eV) = -9.3
- SMILES = CSS.O.O
- HOMO-LUMO gap (eV) = 9.6

Last column: natural (NBO) charge in e.
CARTESIAN COORDINATES (ANGSTROEM)
1 S -0.926 -0.148 -0.571  0.055
2 S -2.877 0.360 -1.077  -0.127
3 O 1.738 1.853 -0.176  -0.968
4 O 2.841 -0.961 -0.208  -0.953
5 C -1.217 -0.771 1.102  -0.741
6 H -0.291 -0.891 1.660  0.245
7 H 2.292 -1.384 -0.875  0.461
8 H 0.841 1.556 -0.379  0.479
9 H -1.720 -1.713 1.041  0.220
10 H -2.975 -0.557 -2.050  0.138
11 H 2.519 -0.052 -0.167  0.488
12 H -1.851 -0.067 1.629  0.223
13 H 1.626 2.777 0.071  0.479

=====

A single C4H7NO2 molecule at a distorted geometry, computed with the ωB97M-V functional and the def2-TZVPD basis.

- total charge = 0
- multiplicity = 1
- HOMO level (eV) = -11.0
- SMILES = C[C@](O)(C#N)CO
- HOMO-LUMO gap (eV) = 11.6

Last column: natural (NBO) charge in e.
CARTESIAN COORDINATES (ANGSTROEM)
1 O -0.167 -1.595 1.025  -0.701
2 O 0.739 1.992 0.319  -0.678
3 N -2.612 0.146 -0.402  -0.302
4 C -0.048 -0.304 0.069  0.171
5 C 0.561 0.795 0.877  -0.079
6 C 0.604 -0.685 -1.258  -0.618
7 C -1.502 -0.031 -0.252  0.213
8 H -0.157 2.257 -0.119  0.469
9 H 0.066 -0.230 -2.039  0.228
10 H 0.028 0.893 1.850  0.166
11 H -1.056 -1.482 1.299  0.467
12 H 0.441 -1.784 -1.343  0.249
13 H 1.567 -0.413 -1.183  0.219
14 H 1.535 0.439 1.158  0.194

=====

Across the entries above, relative energy (zero: lowest compared OMol25 entry of this formula, charge and spin) takes the values 0.0 36.3 0.0 4.8 60.4 kcal per mole, respectively.